79
Properties=species:S:1:pos:R:3:forces:R:3 method="wB97M-V/def2-TZVPD" gap_ev="5.4 / 5.5" s2=0.95 energy_ev=-91337.7572 spin_multiplicity=2 de_lowest_kcal_mol=98.4
Pt 1.359 1.221 0.629 1.65 -0.08 -0.48
O 4.186 0.984 -0.024 -0.60 0.20 -0.29
N 3.229 1.739 -0.334 -0.62 -0.17 1.88
C 3.277 3.023 -0.490 -0.43 0.24 -0.36
C 2.134 3.739 -1.043 -0.30 0.07 -0.06
C 1.978 5.096 -0.760 0.06 -0.12 0.08
C 0.904 5.801 -1.269 0.01 0.07 0.02
C -0.024 5.166 -2.083 -0.02 0.02 -0.02
C 0.130 3.825 -2.398 0.06 0.05 0.08
C 1.199 3.094 -1.886 0.19 -0.08 -0.01
P 1.557 1.384 -2.437 -0.09 -0.17 -0.95
C 0.801 1.347 -4.109 -0.08 0.04 0.21
C -0.466 0.849 -4.401 0.06 0.08 -0.03
C -0.922 0.838 -5.712 -0.08 -0.05 -0.01
C -0.118 1.316 -6.736 0.02 0.00 -0.05
C 1.153 1.799 -6.454 0.03 0.01 0.02
C 1.611 1.807 -5.147 -0.08 -0.01 0.03
C 0.448 0.357 -1.436 0.29 -0.18 0.41
C -1.508 1.683 -0.049 -0.09 -0.05 -0.20
C -2.351 1.140 0.847 -0.07 -0.13 0.02
C -1.942 -0.268 1.261 0.17 0.11 0.38
C -0.303 -1.614 -0.422 -0.58 0.22 0.67
C 0.542 -1.074 -1.408 0.22 0.67 -0.35
H 3.381 -0.539 0.635 -0.06 -0.01 -0.01
H 4.192 3.555 -0.253 0.16 -0.28 -0.23
H 2.693 5.584 -0.109 0.00 0.02 -0.01
H 0.791 6.850 -1.030 -0.01 -0.01 0.00
H -0.859 5.723 -2.488 -0.01 -0.01 0.01
H -0.578 3.343 -3.061 0.02 0.00 -0.01
H -1.096 0.472 -3.603 0.00 0.00 0.00
H -1.909 0.454 -5.938 0.00 0.00 0.01
H -0.474 1.301 -7.758 -0.01 0.00 0.01
H 1.792 2.155 -7.252 -0.02 0.01 -0.01
H 2.608 2.167 -4.913 0.01 0.00 -0.07
H -1.572 2.682 -0.450 0.08 0.04 0.08
H -3.182 1.650 1.314 -0.03 0.02 -0.04
H -1.425 -0.135 2.223 -0.10 -0.08 0.03
H -0.440 -2.664 -0.206 -0.02 -0.01 -0.04
H 1.178 -1.645 -2.070 0.08 0.00 0.05
C 2.768 -3.188 1.471 0.00 0.18 0.03
C 2.610 -1.770 2.020 0.10 -0.26 0.11
C 1.326 -1.649 2.830 0.10 0.16 -0.17
C 3.820 -1.370 2.854 -0.08 0.09 -0.04
O 2.499 -0.872 0.890 0.12 -0.33 0.24
H 2.767 -3.912 2.288 0.03 -0.03 -0.02
H 3.702 -3.281 0.915 0.01 -0.03 0.01
H 1.942 -3.415 0.797 -0.02 -0.02 0.01
H 1.400 -2.220 3.756 0.03 -0.03 -0.02
H 0.480 -2.024 2.253 -0.05 0.00 0.01
H 1.148 -0.602 3.083 -0.03 -0.03 0.07
H 3.941 -2.042 3.704 0.00 -0.02 0.00
H 3.700 -0.353 3.233 0.02 0.01 -0.01
H 4.728 -1.416 2.249 0.02 0.01 0.03
C -2.751 -6.095 1.573 0.01 -0.14 -0.01
C -4.201 -6.459 1.759 0.00 0.13 -0.10
O -4.603 -7.589 1.777 0.01 0.01 0.07
S -5.442 -5.163 1.912 -0.07 0.11 0.08
C -4.547 -3.626 1.767 -0.09 -0.26 0.06
C -4.473 -2.998 0.530 0.07 0.04 -0.05
C -3.680 -1.873 0.371 -0.06 0.05 -0.02
C -2.972 -1.350 1.449 0.02 -0.06 0.02
C -3.140 -1.925 2.707 0.00 0.03 -0.03
C -3.924 -3.055 2.872 -0.03 0.00 -0.05
C -0.894 -0.557 0.234 0.04 -0.44 -0.14
C -0.490 0.699 -0.395 0.01 0.06 -0.82
H -2.148 -6.926 1.936 -0.02 -0.01 -0.03
H -2.473 -5.179 2.080 0.01 0.11 0.04
H -2.563 -5.971 0.505 -0.02 0.04 0.01
H -5.024 -3.412 -0.305 0.07 -0.01 -0.04
H -3.591 -1.409 -0.605 0.03 -0.02 -0.01
H -2.637 -1.492 3.563 0.05 -0.03 -0.02
H -4.034 -3.511 3.847 0.02 -0.02 -0.01
F 0.300 3.360 1.430 -0.04 0.22 0.42
P 0.672 3.157 3.033 -0.07 0.25 -0.20
F 1.088 2.858 4.533 -0.02 -0.02 -0.03
F -0.818 3.543 3.428 0.03 0.01 0.05
F 0.191 1.569 2.858 -0.05 -0.21 -0.26
F 2.172 2.653 2.515 -0.06 -0.01 0.01
F 1.176 4.657 3.102 0.08 0.01 0.04

---

86
Properties=species:S:1:pos:R:3:forces:R:3 method="wB97M-V/def2-TZVPD" gap_ev=4.4 energy_ev=-81933.5752 spin_multiplicity=1 total_charge=+1 de_lowest_kcal_mol=77.6
Pd 0.650 0.209 -0.926 0.31 0.88 -0.83
C -7.387 -1.169 0.901 0.05 -0.01 0.00
C -6.602 -1.419 -0.382 0.01 0.07 0.26
N -5.162 -1.574 -0.147 -0.06 0.10 -0.12
C -4.322 -0.556 -0.498 -0.20 0.05 0.08
C -2.984 -0.568 -0.333 0.48 -0.35 -0.44
C -2.182 0.556 -0.949 0.24 -0.17 -0.09
O -2.510 1.690 -0.690 -0.14 0.32 -0.26
O -1.216 0.204 -1.797 -0.13 -0.25 1.26
C -2.347 -1.683 0.336 -0.10 0.09 -0.02
O -1.173 -1.707 0.680 0.30 -0.08 -0.13
C -3.246 -2.827 0.585 -0.13 0.00 -0.06
C -2.708 -4.038 1.007 0.24 0.08 0.02
C -3.492 -5.141 1.163 -0.01 -0.11 0.02
F -2.894 -6.309 1.506 -0.02 -0.04 0.00
C -4.876 -5.094 0.969 -0.09 0.07 0.06
C -5.419 -3.878 0.581 -0.21 -0.05 -0.05
C -4.625 -2.750 0.340 0.00 -0.03 -0.03
N -5.741 -6.196 1.193 0.00 -0.10 0.03
C -6.760 -6.522 0.205 0.14 -0.11 0.13
C -8.062 -6.836 0.957 0.02 0.08 -0.18
N -7.681 -7.316 2.332 0.17 -0.13 -0.23
C -6.502 -8.245 2.257 0.23 0.09 0.00
C -5.268 -7.406 1.869 -0.19 0.23 -0.08
H -8.450 -1.080 0.674 0.04 -0.01 0.02
H -7.057 -0.239 1.366 -0.03 -0.06 0.00
H -7.249 -1.974 1.627 -0.02 0.06 -0.04
H -6.727 -0.567 -1.045 0.05 -0.01 -0.09
H -6.974 -2.292 -0.918 0.02 -0.05 -0.05
H -4.797 0.312 -0.941 0.00 -0.06 0.01
H -1.642 -4.102 1.186 0.00 0.03 -0.02
H -6.493 -3.810 0.462 0.07 0.00 0.03
H -6.455 -7.389 -0.392 0.01 0.01 -0.04
H -6.919 -5.700 -0.482 -0.01 0.05 -0.03
H -8.637 -7.614 0.460 -0.03 -0.10 0.10
H -8.693 -5.959 1.078 0.01 0.03 0.09
H -8.470 -7.745 2.807 -0.12 -0.05 0.06
H -7.379 -6.500 2.862 -0.04 0.12 0.11
H -6.732 -9.009 1.521 -0.13 -0.01 -0.06
H -6.360 -8.725 3.220 -0.08 0.00 0.06
H -4.611 -8.018 1.248 0.03 -0.06 -0.03
H -4.717 -7.119 2.759 0.03 0.00 0.06
N 3.381 2.511 -0.812 -0.01 0.14 -0.12
C 3.685 1.272 -0.460 -0.16 -0.23 0.00
N 4.912 1.036 -0.017 0.05 -0.13 -0.04
C 5.218 -0.235 0.220 0.01 0.10 0.02
N 6.432 -0.509 0.691 -0.04 -0.07 0.01
N 4.394 -1.293 -0.018 0.24 -0.07 0.11
C 3.201 -0.963 -0.411 -0.09 0.09 0.03
N 2.742 0.289 -0.590 -0.57 -0.27 0.14
C 2.260 -2.058 -0.774 0.26 0.03 -0.06
C 2.459 -3.355 -0.357 0.15 -0.18 0.00
C 1.602 -4.337 -0.830 -0.05 0.01 0.02
C 0.589 -3.979 -1.703 0.11 -0.23 -0.03
C 0.425 -2.648 -2.029 -0.14 0.19 -0.31
N 1.248 -1.705 -1.582 -0.54 0.35 0.85
H 4.083 3.228 -0.708 -0.09 -0.07 0.04
H 2.510 2.722 -1.267 -0.07 0.09 0.06
H 7.078 0.241 0.860 0.00 0.01 0.02
H 6.699 -1.464 0.847 0.02 0.00 0.02
H 3.277 -3.567 0.317 0.00 -0.02 -0.06
H 1.720 -5.370 -0.528 0.06 0.04 0.01
H -0.069 -4.727 -2.125 -0.05 0.07 0.02
H -0.372 -2.312 -2.677 -0.11 0.09 0.09
O 3.970 8.828 3.489 -0.14 -0.07 -0.26
S 2.957 7.802 3.599 0.10 0.11 0.56
O 3.462 6.483 3.933 -0.09 0.00 -0.28
O 1.757 8.186 4.326 0.08 -0.06 -0.27
C 2.256 7.613 1.917 -0.39 -0.14 -0.25
N 1.965 8.715 1.192 0.12 -0.60 0.15
C 1.340 8.512 0.041 0.19 0.04 0.29
C 0.974 7.248 -0.411 -0.24 0.14 -0.48
C 1.291 6.190 0.411 0.19 0.02 0.15
N 1.937 6.362 1.555 0.28 0.73 0.31
C 0.934 4.776 0.147 -0.14 -0.05 -0.09
C 0.378 4.318 -1.048 0.00 0.14 0.05
C 0.064 2.984 -1.181 -0.13 0.10 0.14
N 0.283 2.101 -0.192 0.63 -0.47 -0.72
C 0.798 2.538 0.965 -0.15 -0.27 0.14
C 1.135 3.850 1.168 -0.13 0.14 0.29
H 1.112 9.400 -0.542 -0.01 -0.05 -0.02
H 0.454 7.131 -1.356 0.03 0.02 0.13
H 0.187 4.985 -1.877 -0.02 0.00 0.03
H -0.402 2.596 -2.071 0.04 -0.10 -0.11
H 0.917 1.802 1.749 0.12 -0.08 -0.05
H 1.547 4.189 2.112 -0.02 -0.02 -0.08

---

76
Properties=species:S:1:pos:R:3:forces:R:3 method="wB97M-V/def2-TZVPD" gap_ev="6.2 / 6.2" energy_ev=-126456.6143 spin_multiplicity=1 total_charge=+1
V 10.900 9.827 12.992 -0.27 -2.66 -4.68
S 10.130 10.137 8.926 0.55 -1.10 -0.45
P 8.735 10.450 10.322 -0.32 0.97 1.21
C 9.441 10.809 11.919 1.20 0.18 1.14
P 9.689 12.449 12.550 1.70 -0.82 0.87
S 11.464 11.993 13.657 -1.16 -0.04 -0.55
C 10.317 13.783 11.546 -0.22 0.31 0.72
C 10.328 15.088 12.052 -0.30 0.28 -0.36
C 10.806 16.116 11.242 0.27 0.19 -0.10
C 11.303 15.842 9.955 0.23 -0.27 0.62
C 11.464 14.503 9.606 0.36 -0.03 -1.10
C 11.008 13.463 10.416 0.24 0.77 -0.70
C 8.448 13.204 13.596 1.30 -0.82 -0.33
C 8.548 12.945 14.933 -0.74 -0.50 1.80
C 7.465 13.355 15.742 0.70 -0.71 0.91
C 6.344 13.981 15.218 0.70 0.16 -0.18
C 6.352 14.303 13.870 -0.52 0.02 -0.07
C 7.414 13.939 13.081 -0.62 0.77 -0.68
C 7.652 11.870 9.851 -0.20 -0.88 0.26
C 6.295 11.819 10.201 -0.61 -0.11 0.13
C 5.371 12.626 9.503 1.44 -0.83 1.05
C 5.861 13.523 8.573 -0.36 1.32 -0.54
C 7.243 13.707 8.368 -0.49 -0.43 -0.41
C 8.136 12.837 8.969 0.64 -0.42 0.34
C 7.628 9.021 10.348 -0.34 0.39 -0.83
C 6.590 8.982 9.374 0.44 0.46 0.13
C 5.552 8.066 9.564 -0.64 0.85 -2.34
C 5.610 7.120 10.543 0.54 -0.38 1.25
C 6.729 7.101 11.372 0.60 -1.57 1.42
C 7.761 8.028 11.315 -0.69 0.67 -0.73
H 9.978 15.270 13.070 -0.05 0.16 -0.40
H 10.855 17.138 11.614 -0.20 -0.24 -0.01
H 11.685 16.645 9.295 -0.41 -0.62 0.55
H 11.937 14.289 8.640 -0.09 -0.09 0.48
H 11.184 12.417 10.253 0.12 -0.28 -0.73
H 9.418 12.389 15.364 -1.01 0.59 -0.42
H 7.521 13.103 16.811 -0.13 0.31 -0.50
H 5.530 14.330 15.827 -0.14 -0.24 0.30
H 5.503 14.803 13.418 0.12 0.20 0.09
H 7.473 14.353 12.090 -0.13 -0.36 -0.56
H 5.885 11.129 10.989 0.70 0.60 -1.01
H 4.345 12.444 9.768 -0.41 0.48 -0.34
H 5.155 14.183 8.019 0.62 -0.66 0.42
H 7.582 14.415 7.617 -0.04 0.02 0.30
H 9.237 12.828 8.830 -1.03 0.35 -0.45
H 6.606 9.695 8.494 -0.20 -0.92 1.35
H 4.698 8.073 8.845 0.80 0.01 0.68
H 4.816 6.395 10.714 0.18 0.20 -0.20
H 6.834 6.290 12.125 -0.27 0.63 -0.57
H 8.647 8.065 11.946 -0.45 -0.34 0.26
C 12.745 6.905 19.161 0.29 1.19 -1.16
Si 11.446 7.469 17.856 0.06 -1.11 0.61
C 10.358 8.880 18.527 1.86 -0.08 -0.79
C 10.633 5.777 17.453 1.41 0.64 -0.91
C 12.352 8.160 16.306 0.71 -1.25 -0.09
C 13.782 8.005 16.277 -1.78 0.22 0.67
C 14.530 8.479 15.237 0.06 -0.09 -1.18
C 13.835 9.094 14.191 1.04 1.39 0.44
N 12.552 9.351 14.255 -2.88 -1.96 -0.28
C 11.742 8.647 15.135 2.06 0.67 1.46
S 10.052 8.436 14.732 0.38 1.18 -0.73
H 12.356 6.507 20.083 -0.41 -0.43 0.09
H 13.362 7.745 19.460 0.24 0.39 0.16
H 13.446 6.216 18.676 -0.30 -0.26 0.26
H 10.048 8.574 19.491 -0.34 -0.13 1.25
H 9.476 9.075 17.948 -0.26 0.34 -0.46
H 11.053 9.765 18.611 -0.98 -0.70 -0.08
H 10.055 5.344 18.246 -0.62 0.03 0.30
H 11.418 5.020 17.201 -0.32 0.74 0.26
H 10.100 5.939 16.526 -0.74 -0.35 -0.09
H 14.213 7.449 17.107 0.23 0.40 -0.15
H 15.604 8.367 15.168 -0.08 -0.13 0.02
H 14.307 9.555 13.328 0.35 -0.15 0.20
O 11.023 7.126 9.034 -3.53 3.40 2.69
N 10.271 7.776 9.609 3.49 -2.22 -2.85
O 11.420 8.829 11.743 -1.36 2.71 3.32